No. 1
Below is an isolated ion of composition C4H6N5 and charge +1, with properties calculated with the ωB97M-V functional and the def2-TZVPD basis.

```
15
Properties=species:S:1:pos:R:3:nbo_charge:R:1
C -2.560 -1.009 0.069 0.16
C 2.209 -0.422 0.455 0.19
C -1.666 0.097 -0.052 0.28
C -2.457 1.363 0.247 -0.66
N -3.327 -1.840 0.297 -0.12
N -0.451 -0.046 -0.417 -0.05
N 0.542 -0.019 -1.165 0.21
N 1.740 -0.216 -0.803 -0.37
N 3.487 -0.670 0.557 -0.72
H -2.372 1.511 1.352 0.28
H -3.520 1.130 0.080 0.28
H -2.056 2.262 -0.449 0.27
H 2.442 -0.527 -1.541 0.41
H 3.696 -1.036 1.447 0.43
H 4.292 -0.578 -0.079 0.40
```

Net charge ... +1
Relative energy (zero: lowest compared OMol25 entry of this formula, charge and spin) ... 120.20 kcal/mol
Kohn-Sham gap ... 0.2945 Eh
LUMO energy ... -0.2048 Ha
Max |F| ... 3.87 eV/Å


No. 2
Below is a single C3H6N2 molecule, with properties calculated with the ωB97M-V functional and the def2-TZVPD basis.

```
11
Properties=species:S:1:pos:R:3:nbo_charge:R:1
C -1.324 0.135 -0.388 -0.61
C 0.080 -0.374 0.050 -0.12
N 1.109 0.286 -0.755 -0.80
C 0.573 -0.346 1.514 0.24
N 1.423 -0.330 2.318 -0.33
H -2.055 -0.174 0.353 0.22
H -1.359 1.229 -0.490 0.21
H -1.633 -0.280 -1.366 0.23
H 0.138 -1.447 -0.166 0.23
H 2.000 -0.003 -0.376 0.37
H 1.047 1.303 -0.694 0.36
```

SMILES string ... C[C@@H](N)C#N
Net charge ... 0
Relative energy (zero: lowest compared OMol25 entry of this formula, charge and spin) ... 20.73 kcal/mol
Kohn-Sham gap ... 0.4024 Eh
LUMO energy ... 0.0280 Ha
Max |F| ... 2.34 eV/Å


No. 3
Below is a 13-piece molecular cluster, C32H60Cl24F3N3O6PS2 overall, with properties calculated with the ωB97M-V functional and the def2-TZVPD basis.

```
131
Properties=species:S:1:pos:R:3:mulliken_charge:R:1
C -2.954 -1.353 3.360 -0.74
C -2.328 -0.138 3.273 -0.70
C -2.291 0.602 1.956 -0.97
C -0.931 1.203 1.442 1.34
P -0.335 2.265 2.843 0.82
O 0.435 3.485 2.173 0.05
O -1.633 2.932 3.499 -0.27
S 0.745 1.428 4.204 -0.29
N -1.406 1.943 0.228 1.16
C -1.765 3.349 0.200 -1.40
C -0.720 4.286 -0.419 0.61
C -1.214 5.716 -0.209 -1.05
O -0.271 6.682 -0.625 -0.54
C -1.468 1.056 -0.785 -1.21
N -2.410 0.919 -1.703 0.84
C -3.588 1.797 -1.785 -1.07
C -4.509 1.747 -0.556 -0.09
O -5.785 2.228 -0.912 -0.60
C -2.372 -0.134 -2.691 -0.80
O -1.696 0.335 -3.849 -0.31
O -1.344 -0.834 -4.578 -0.36
N -0.405 0.198 -0.664 0.73
S 0.660 -0.172 -1.952 -0.10
C 0.105 0.224 0.738 -0.71
C 1.585 0.624 0.837 -1.61
C 2.013 1.988 0.198 0.48
C 3.269 1.863 -0.627 -0.30
F 3.162 1.855 -1.986 -0.23
C 4.513 1.837 -0.127 -0.04
F 5.553 2.416 -0.735 -0.27
F 4.847 1.215 1.004 -0.17
C 0.108 -1.307 1.116 0.05
C -1.192 -2.072 0.761 -0.45
C 0.543 -1.668 2.540 0.02
C 1.039 -3.130 2.556 -1.44
H -3.996 -1.410 3.046 0.29
H -2.459 -2.243 3.728 0.26
H -1.958 0.285 4.199 0.22
H -2.931 1.488 2.041 1.00
H -2.765 -0.032 1.218 -0.10
H 0.940 3.954 2.861 -0.33
H -1.724 2.514 4.371 0.14
H -2.682 3.568 -0.339 0.77
H -1.975 3.737 1.197 0.40
H 0.233 4.208 0.092 -0.48
H -0.608 4.083 -1.485 0.26
H -2.170 5.875 -0.707 0.41
H -1.417 5.839 0.861 0.44
H 0.276 6.883 0.136 0.29
H -4.204 1.455 -2.607 0.49
H -3.321 2.818 -2.049 0.35
H -4.568 0.705 -0.228 0.26
H -4.172 2.388 0.249 0.14
H -6.181 1.658 -1.577 0.38
H -3.393 -0.414 -2.943 0.81
H -1.856 -1.011 -2.306 0.37
H -0.401 -0.967 -4.388 0.32
H 0.508 0.848 -2.824 0.10
H 2.199 -0.135 0.365 1.17
H 1.883 0.643 1.880 0.35
H 2.242 2.743 0.935 0.49
H 1.252 2.288 -0.518 -0.22
H 0.876 -1.743 0.478 1.13
H -1.959 -1.491 0.265 -0.35
H -0.961 -2.891 0.087 0.36
H -1.545 -2.558 1.661 -0.75
H 1.377 -1.076 2.903 0.45
H -0.271 -1.624 3.255 0.02
H 1.727 -3.323 1.736 0.29
H 1.553 -3.310 3.497 0.48
H 0.206 -3.829 2.487 0.19
C 1.891 -4.796 -1.987 -0.30
Cl 0.980 -3.272 -1.920 -0.05
Cl 2.006 -5.567 -0.409 -0.20
H 1.377 -5.471 -2.662 0.36
H 2.889 -4.588 -2.350 0.12
C 6.652 -4.956 -3.120 -0.37
Cl 5.938 -6.018 -1.896 -0.11
Cl 5.463 -4.266 -4.235 -0.11
H 7.147 -4.137 -2.612 0.29
H 7.367 -5.530 -3.696 0.30
C -1.438 -6.774 1.506 -0.05
Cl -2.366 -5.264 1.490 -0.02
Cl -1.347 -7.474 3.123 -0.16
H -1.923 -7.481 0.845 0.38
H -0.433 -6.560 1.160 -0.12
C -4.496 -3.926 -1.243 -0.58
Cl -2.801 -3.868 -1.742 -0.01
Cl -4.759 -3.079 0.290 -0.07
H -5.098 -3.449 -2.007 0.37
H -4.788 -4.962 -1.124 0.37
C 2.584 6.426 3.577 -0.36
Cl 2.675 4.803 4.281 -0.10
Cl 2.235 6.364 1.841 -0.13
H 1.795 6.978 4.073 0.26
H 3.539 6.917 3.718 0.39
C 3.871 -9.710 -2.474 -0.38
Cl 2.923 -10.985 -1.705 -0.15
Cl 3.350 -8.097 -1.960 -0.04
H 4.911 -9.837 -2.199 0.28
H 3.750 -9.787 -3.547 0.29
C -3.726 5.008 5.649 -0.33
Cl -3.548 3.327 6.183 -0.14
Cl -3.935 5.123 3.899 -0.11
H -4.597 5.433 6.132 0.34
H -2.832 5.553 5.928 0.25
C -4.869 -2.423 7.011 -0.29
Cl -5.548 -1.939 5.450 -0.12
Cl -3.102 -2.413 6.996 -0.13
H -5.212 -1.726 7.765 0.28
H -5.208 -3.426 7.237 0.29
C 7.587 2.692 1.981 0.13
Cl 9.262 2.811 1.437 -0.16
Cl 7.274 3.710 3.394 -0.16
H 6.941 3.015 1.176 -0.04
H 7.379 1.662 2.245 0.24
C 2.815 4.156 -4.087 -0.27
Cl 1.234 3.351 -4.058 -0.07
Cl 2.839 5.504 -5.219 -0.16
H 3.026 4.529 -3.092 0.19
H 3.561 3.431 -4.387 0.30
C -3.986 1.244 -6.215 0.44
Cl -4.651 2.451 -5.094 -0.15
Cl -5.252 0.242 -6.923 -0.17
H -3.467 1.768 -7.008 0.34
H -3.299 0.608 -5.670 -0.39
C 4.446 -1.825 -6.848 -0.39
Cl 3.551 -1.814 -5.315 -0.05
Cl 3.956 -0.500 -7.903 -0.15
H 5.501 -1.723 -6.625 0.32
H 4.251 -2.764 -7.350 0.32
```

Net charge ... +1
Kohn-Sham gap ... 0.2846 Eh
LUMO energy ... -0.0933 Ha
Max |F| ... 2.21 eV/Å


No. 4
Below is a 3-piece molecular cluster, C17H37N2O3 overall, with properties calculated with the ωB97M-V functional and the def2-TZVPD basis.

```
59
Properties=species:S:1:pos:R:3:nbo_charge:R:1
O -29.765 20.910 -26.964 -0.72
C -29.974 20.319 -28.119 0.91
O -30.574 20.972 -28.960 -0.79
O -29.521 19.155 -28.373 -0.86
H -30.211 21.654 -27.377 0.49
C -28.840 25.525 -27.794 -0.61
C -28.200 24.338 -28.550 -0.46
C -26.653 24.499 -28.721 -0.17
N -25.983 23.168 -29.297 -0.22
C -26.710 22.576 -30.435 -0.41
C -26.075 22.121 -28.184 -0.24
C -24.555 21.608 -27.981 -0.41
C -23.709 22.809 -28.437 -0.43
C -24.462 23.319 -29.636 -0.20
H -28.575 25.546 -26.737 0.22
H -29.918 25.472 -27.643 0.25
H -28.544 26.444 -28.301 0.21
H -28.622 24.233 -29.549 0.22
H -28.607 23.387 -28.207 0.24
H -26.089 24.584 -27.792 0.21
H -26.412 25.350 -29.359 0.23
H -27.763 22.332 -30.294 0.27
H -26.080 21.708 -30.628 0.20
H -26.526 23.246 -31.275 0.22
H -26.715 21.263 -28.388 0.25
H -26.545 22.601 -27.325 0.24
H -24.486 20.810 -28.720 0.20
H -24.246 21.424 -26.952 0.25
H -22.732 22.393 -28.681 0.25
H -23.746 23.642 -27.736 0.22
H -24.259 22.792 -30.568 0.22
H -24.279 24.386 -29.763 0.23
C -28.160 15.558 -25.174 -0.61
C -27.157 15.917 -26.223 -0.41
C -27.645 16.457 -27.596 -0.22
N -26.594 16.937 -28.681 -0.20
C -25.862 18.266 -28.190 -0.41
C -25.564 15.909 -29.083 -0.22
C -24.909 16.406 -30.309 -0.44
C -26.097 16.896 -31.139 -0.43
C -27.182 17.258 -30.092 -0.22
H -28.945 14.970 -25.650 0.21
H -28.730 16.391 -24.764 0.23
H -27.695 14.984 -24.373 0.23
H -26.547 15.044 -26.457 0.20
H -26.525 16.696 -25.796 0.20
H -28.329 17.302 -27.519 0.29
H -28.252 15.662 -28.029 0.21
H -25.247 18.593 -29.028 0.21
H -25.326 17.974 -27.286 0.22
H -26.634 18.997 -27.953 0.25
H -24.855 15.902 -28.255 0.22
H -26.168 15.004 -29.148 0.23
H -24.101 17.117 -30.135 0.22
H -24.486 15.544 -30.825 0.25
H -25.849 17.749 -31.771 0.23
H -26.385 16.042 -31.750 0.23
H -27.519 18.294 -30.129 0.26
H -28.043 16.603 -30.232 0.24
```

Net charge ... +1
Relative energy (zero: lowest compared OMol25 entry of this formula, charge and spin) ... 35.27 kcal/mol
Kohn-Sham gap ... 0.2593 Eh
LUMO energy ... -0.0953 Ha
Max |F| ... 6.34 eV/Å


No. 5
Below is C8H16O5Yb as an isolated structure, with properties calculated with the ωB97M-V functional and the def2-TZVPD basis.

```
30
Properties=species:S:1:pos:R:3:mulliken_spin:R:1
C -1.225 1.791 -1.577 -0.01
H -1.151 2.449 -2.453 0.01
H -0.948 2.674 -0.983 0.01
H -1.673 1.088 -2.295 0.01
O 0.363 0.845 -0.842 0.00
C 1.756 0.923 -0.976 0.00
C 2.305 -0.484 -1.117 0.00
O 1.687 -1.319 -0.134 0.00
C 1.775 -2.720 -0.360 0.00
C 0.692 -3.410 0.434 0.00
O -0.521 -2.702 0.185 0.00
C -1.710 -3.339 0.637 0.00
Yb -0.353 -0.560 0.384 0.00
H 2.207 1.433 -0.105 0.00
H 2.029 1.496 -1.879 0.00
H 3.399 -0.515 -1.008 0.00
H 2.011 -0.875 -2.106 0.00
H 2.768 -3.099 -0.085 0.00
H 1.589 -2.901 -1.431 0.00
H 0.910 -3.419 1.514 0.00
H 0.592 -4.453 0.102 0.00
H -2.554 -2.750 0.261 0.00
H -1.759 -4.358 0.229 0.00
H -1.716 -3.399 1.736 0.00
O -2.381 0.397 -0.450 0.24
C -3.228 0.721 0.476 0.29
C -2.862 0.433 1.819 0.22
O -1.694 0.024 2.074 0.21
H -4.021 1.438 0.233 0.01
H -3.538 0.728 2.634 0.01
```

Spin multiplicity ... 2
Net charge ... +1
Relative energy (zero: lowest compared OMol25 entry of this formula, charge and spin) ... 93.63 kcal/mol
Kohn-Sham gap (alpha / beta) ... 0.2133 / 0.2126 Eh
LUMO energy (alpha / beta) ... -0.1441 / -0.1447 Ha
Max |F| ... 4.97 eV/Å


No. 6
Below is a single C3H9N3O molecule, with properties calculated with the ωB97M-V functional and the def2-TZVPD basis.

```
16
Properties=species:S:1:pos:R:3:nbo_charge:R:1
N 1.259 -1.836 -0.444 -0.81
C 1.617 -0.406 -0.602 -0.24
C 0.803 0.616 0.205 -0.23
N -0.428 0.925 -0.427 -0.65
C -1.692 0.572 -0.036 0.77
N -1.847 0.251 1.298 -0.86
O -2.714 0.840 -0.724 -0.65
H 0.394 -1.949 0.059 0.34
H 0.747 -2.086 -1.385 0.35
H 1.718 -0.176 -1.654 0.20
H 2.636 -0.357 -0.139 0.18
H 0.575 0.331 1.224 0.20
H 1.381 1.629 0.350 0.20
H -0.398 1.721 -1.043 0.41
H -2.744 0.382 1.582 0.40
H -1.306 -0.457 1.737 0.38
```

SMILES string ... NCCNC(N)=O
Net charge ... 0
Relative energy (zero: lowest compared OMol25 entry of this formula, charge and spin) ... 28.51 kcal/mol
Kohn-Sham gap ... 0.3751 Eh
LUMO energy ... 0.0268 Ha
Max |F| ... 4.17 eV/Å